Below is C34H84InNO12P as an isolated structure, with properties calculated with ωB97M-V with the def2-TZVPD basis set.

```
133
Properties=species:S:1:pos:R:3:lowdin_charge:R:1
C -1.498 -7.554 3.596 -0.0839
C -0.551 -6.643 4.500 -0.2652
O -1.282 -5.605 5.215 -0.1785
C -0.983 -4.382 4.490 -0.1925
C -1.750 -3.105 5.059 -0.2044
O -1.362 -1.988 4.251 -0.2634
C -2.403 -1.589 3.317 -0.2713
In -2.058 -2.175 1.154 0.8063
C -0.466 -3.753 0.843 -0.3161
C 0.903 -3.468 1.670 -0.2055
C -1.336 -0.329 -0.005 -0.2954
C -0.182 0.478 0.747 -0.2978
P 1.507 0.250 -0.075 0.6964
O 2.356 -0.634 0.837 -0.3253
O 1.413 -0.300 -1.660 -0.2500
C 1.977 -1.633 -1.811 -0.2790
C 1.695 -2.263 -3.253 -0.0697
O 2.216 1.800 -0.146 -0.2771
C 2.478 2.316 1.171 -0.3147
C 3.944 1.996 1.721 -0.0977
N -3.970 -2.668 0.324 -0.1968
C -5.111 -2.119 1.105 -0.1903
C -4.118 -4.071 0.025 -0.5330
C -4.333 -5.231 1.082 -0.0380
O -4.048 -4.418 -1.181 -0.0267
H -2.106 -8.276 4.215 0.0688
H -2.133 -6.947 2.871 0.0634
H -0.797 -8.173 2.938 0.0772
H 0.199 -6.164 3.781 0.1020
H 0.084 -7.274 5.213 0.1201
H -1.348 -4.530 3.425 0.1119
H 0.127 -4.134 4.552 0.1324
H -2.866 -3.256 5.159 0.1224
H -1.352 -2.943 6.122 0.1258
H -3.449 -1.922 3.609 0.0393
H -2.424 -0.439 3.334 0.0478
H -0.816 -4.787 1.201 0.0069
H -0.190 -3.849 -0.254 0.0187
H 1.758 -3.610 0.922 0.0435
H 1.089 -4.266 2.467 0.0380
H 0.900 -2.425 2.099 0.0459
H -2.272 0.283 -0.196 0.0295
H -1.020 -0.740 -1.023 0.0322
H -0.437 1.589 0.631 0.0634
H -0.142 0.294 1.866 0.0830
H 1.519 -2.307 -1.014 0.0979
H 3.107 -1.568 -1.656 0.1178
H 0.577 -2.487 -3.282 0.0832
H 1.958 -1.544 -4.091 0.0582
H 2.230 -3.260 -3.392 0.0787
H 1.739 1.989 1.961 0.1075
H 2.382 3.455 1.106 0.1138
H 4.519 2.956 1.920 0.0639
H 3.886 1.347 2.658 0.0791
H 4.513 1.380 0.949 0.0806
H -5.942 -1.855 0.363 0.0810
H -5.466 -2.766 1.965 0.0728
H -4.767 -1.109 1.522 0.0595
H -3.410 -5.904 1.061 0.0709
H -4.574 -4.888 2.129 0.0657
H -5.175 -5.886 0.670 0.0821
C 3.670 -2.034 -8.344 -0.0708
C 2.992 -1.404 -7.137 -0.4949
C 3.424 0.043 -6.952 -0.0654
O 3.317 -2.150 -5.966 -0.0697
H 4.758 -2.039 -8.221 0.0775
H 3.360 -3.076 -8.459 0.0772
H 3.426 -1.493 -9.262 0.0767
H 1.907 -1.451 -7.260 0.1424
H 4.503 0.108 -6.782 0.0801
H 2.938 0.480 -6.077 0.0772
H 3.172 0.646 -7.828 0.0797
H 4.274 -2.116 -5.847 0.0914
C 3.882 -6.353 0.326 -0.0601
C 3.915 -5.789 -1.086 -0.4962
C 5.180 -6.206 -1.820 -0.0704
O 3.845 -4.368 -1.030 -0.0594
H 4.727 -5.982 0.914 0.0814
H 2.973 -6.036 0.843 0.0733
H 3.916 -7.446 0.316 0.0769
H 3.038 -6.135 -1.640 0.1415
H 6.071 -5.831 -1.305 0.0778
H 5.196 -5.785 -2.828 0.0757
H 5.254 -7.294 -1.894 0.0757
H 4.614 -4.050 -0.542 0.0924
C -0.559 5.328 -2.148 -0.0641
C -1.486 4.392 -1.387 -0.4858
C -1.803 4.933 -0.001 -0.0621
O -0.870 3.115 -1.268 -0.0557
H 0.395 5.442 -1.624 0.0760
H -0.332 4.919 -3.136 0.0685
H -1.010 6.316 -2.273 0.0776
H -2.413 4.255 -1.949 0.1393
H -0.894 5.036 0.596 0.0614
H -2.460 4.244 0.538 0.0788
H -2.292 5.909 -0.060 0.0776
H -0.048 3.225 -0.771 0.0644
C 2.538 5.933 -5.946 -0.0678
C 2.245 4.526 -5.447 -0.4972
C 2.737 4.331 -4.022 -0.0582
O 2.879 3.578 -6.304 -0.0623
H 3.615 6.129 -5.950 0.0780
H 2.189 6.057 -6.974 0.0767
H 2.050 6.684 -5.318 0.0773
H 1.170 4.337 -5.494 0.1367
H 3.821 4.471 -3.960 0.0813
H 2.530 3.314 -3.681 0.0873
H 2.255 5.033 -3.338 0.0632
H 3.830 3.737 -6.270 0.0852
C -4.979 2.594 2.934 -0.0647
C -5.910 1.660 3.692 -0.4990
C -6.229 2.201 5.078 -0.0711
O -5.301 0.378 3.812 -0.0645
H -4.026 2.705 3.460 0.0820
H -4.750 2.187 1.946 0.0806
H -5.427 3.583 2.810 0.0752
H -6.837 1.526 3.128 0.1385
H -5.318 2.299 5.677 0.0797
H -6.888 1.515 5.615 0.0765
H -6.714 3.179 5.019 0.0745
H -4.479 0.482 4.309 0.0759
C -0.832 9.199 2.432 -0.0669
C -1.117 7.790 2.928 -0.4942
C -0.626 7.595 4.354 -0.0655
O -0.478 6.846 2.072 -0.0688
H 0.244 9.400 2.428 0.0798
H -1.180 9.321 1.403 0.0787
H -1.324 9.946 3.059 0.0779
H -2.192 7.594 2.880 0.1408
H 0.457 7.742 4.416 0.0803
H -0.828 6.576 4.693 0.0817
H -1.112 8.295 5.038 0.0783
H 0.473 7.010 2.106 0.0923
```

Its frontier orbital gap is 6.18 eV. As for the total energy: -77140.4662 eV. Its total charge is -1.

---

Below is a 10-piece molecular cluster, C34H85BN7O17 overall, with properties calculated with ωB97M-V with the def2-TZVPD basis set.

```
144
Properties=species:S:1:pos:R:3:lowdin_charge:R:1
O -17.658 -9.061 -14.313 0.0901
C -17.049 -8.924 -13.234 -0.3369
O -15.885 -9.459 -12.958 0.2470
B -15.461 -8.993 -11.656 -0.8047
O -16.512 -8.063 -11.127 0.2241
C -17.491 -8.031 -11.998 -0.4041
O -18.496 -7.382 -11.969 0.1390
O -14.175 -8.257 -11.588 0.2371
C -13.387 -8.720 -10.678 -0.4043
O -12.243 -8.321 -10.426 0.0989
C -13.972 -10.014 -10.181 -0.3765
O -15.230 -10.093 -10.615 0.1926
O -13.509 -10.808 -9.356 0.0961
C -13.163 -17.179 -17.627 -0.0629
C -14.361 -16.168 -17.848 -0.3775
C -14.733 -15.453 -16.467 -0.1945
O -13.815 -14.431 -16.196 -0.2047
C -13.662 -14.098 -14.814 -0.0826
N -14.071 -15.262 -18.943 0.0092
H -12.264 -16.789 -17.150 0.0722
H -12.742 -17.441 -18.597 0.0558
H -13.487 -18.100 -17.144 0.0657
H -15.234 -16.626 -18.313 0.1228
H -14.595 -16.196 -15.682 0.1077
H -15.776 -15.141 -16.420 0.1186
H -13.055 -13.197 -14.724 0.0901
H -13.198 -14.941 -14.302 0.0837
H -14.613 -13.892 -14.322 0.0885
H -13.292 -14.688 -18.654 0.0619
H -13.634 -15.699 -19.742 0.0635
C -23.993 -7.123 -23.403 -0.0364
C -22.734 -8.207 -23.657 -0.4068
C -22.001 -8.627 -22.361 -0.2579
O -21.567 -7.532 -21.688 -0.1708
C -21.124 -7.789 -20.384 -0.0976
N -23.379 -9.245 -24.343 0.0141
H -24.650 -7.201 -24.269 0.0464
H -23.784 -6.073 -23.200 0.0550
H -24.593 -7.576 -22.614 0.0593
H -22.020 -7.647 -24.261 0.1243
H -21.091 -9.133 -22.683 0.1229
H -22.563 -9.369 -21.794 0.1276
H -20.108 -8.183 -20.397 0.0834
H -21.867 -8.408 -19.883 0.0953
H -20.759 -6.938 -19.810 0.0901
H -22.685 -9.968 -24.221 0.0696
H -23.426 -9.097 -25.341 0.0818
C -13.884 -4.038 -17.183 -0.0570
C -14.379 -5.182 -18.090 -0.4052
C -13.475 -6.434 -17.814 -0.2498
O -13.890 -7.471 -18.613 -0.1729
C -13.292 -8.695 -18.298 -0.1228
N -15.745 -5.514 -17.726 0.0327
H -14.400 -4.113 -16.226 0.0745
H -14.164 -3.067 -17.593 0.0701
H -12.805 -4.079 -17.039 0.0710
H -14.296 -4.998 -19.161 0.1330
H -13.525 -6.750 -16.772 0.1273
H -12.417 -6.205 -17.947 0.1183
H -12.207 -8.781 -18.233 0.0849
H -13.614 -9.470 -18.994 0.0864
H -13.594 -9.121 -17.341 0.0871
H -15.833 -5.616 -16.725 0.0661
H -15.793 -6.500 -17.939 0.0572
C -20.362 -11.909 -6.875 -0.0635
C -20.658 -13.230 -7.582 -0.4487
C -19.326 -13.881 -8.054 -0.1910
O -19.543 -15.109 -8.767 -0.2149
C -18.466 -16.072 -8.666 -0.0923
N -21.471 -14.193 -6.871 0.0355
H -21.353 -11.488 -6.705 0.0700
H -19.838 -11.171 -7.482 0.0813
H -19.818 -11.998 -5.935 0.0780
H -21.184 -12.955 -8.497 0.1291
H -18.574 -14.032 -7.279 0.1186
H -18.817 -13.265 -8.796 0.1241
H -18.498 -16.671 -9.576 0.0770
H -18.682 -16.733 -7.826 0.0833
H -17.470 -15.629 -8.669 0.0835
H -22.357 -13.780 -6.619 0.0642
H -21.773 -14.867 -7.560 0.0661
C -18.324 -1.287 -13.669 -0.0747
C -19.296 -0.342 -13.075 -0.4915
C -19.125 1.171 -13.368 -0.1408
O -17.742 1.420 -12.898 -0.1993
C -17.300 2.589 -13.628 -0.1202
N -20.610 -0.751 -13.444 0.0123
H -18.473 -2.309 -13.320 0.0884
H -17.323 -1.046 -13.310 0.0776
H -18.358 -1.184 -14.754 0.0877
H -19.297 -0.596 -12.015 0.1408
H -19.789 1.741 -12.718 0.1241
H -19.268 1.281 -14.442 0.1220
H -18.023 3.404 -13.627 0.0777
H -17.110 2.387 -14.682 0.0792
H -16.361 2.901 -13.170 0.0823
H -20.652 -0.993 -14.424 0.0643
H -20.699 -1.731 -13.213 0.0702
C -15.266 -7.148 -4.104 -0.0950
C -14.286 -7.650 -5.068 -0.4499
C -12.925 -6.960 -4.905 -0.1827
O -12.868 -5.513 -4.957 -0.1763
C -12.569 -4.971 -6.221 -0.1291
N -14.276 -9.154 -4.962 0.0482
H -16.140 -7.798 -4.146 0.0754
H -15.680 -6.194 -4.428 0.0833
H -14.919 -7.161 -3.070 0.0867
H -14.622 -7.301 -6.044 0.1303
H -12.157 -7.415 -5.530 0.1206
H -12.611 -7.190 -3.887 0.1194
H -11.793 -5.385 -6.865 0.0838
H -12.461 -3.887 -6.193 0.0845
H -13.427 -5.166 -6.864 0.0785
H -13.487 -9.508 -5.485 0.0571
H -14.995 -9.555 -5.548 0.0659
C -10.828 -16.830 -8.004 -0.0880
C -10.899 -16.888 -6.552 -0.4345
C -10.546 -18.204 -5.891 -0.1811
O -9.177 -18.552 -6.278 -0.2227
C -8.681 -19.802 -5.692 -0.0854
N -10.003 -15.789 -5.968 0.0438
H -11.512 -17.506 -8.517 0.0858
H -9.795 -16.988 -8.312 0.0850
H -11.030 -15.815 -8.348 0.0826
H -11.901 -16.740 -6.150 0.1345
H -11.230 -19.008 -6.161 0.1218
H -10.455 -18.078 -4.812 0.1200
H -9.410 -20.610 -5.753 0.0783
H -8.505 -19.629 -4.630 0.0733
H -7.681 -20.069 -6.033 0.0797
H -9.076 -16.055 -6.267 0.0514
H -10.141 -14.948 -6.509 0.0555
C -9.608 -5.677 -13.747 -0.2049
O -9.948 -4.352 -13.786 -0.1074
H -8.593 -5.855 -14.102 0.0740
H -9.657 -6.054 -12.725 0.0769
H -10.342 -6.291 -14.268 0.0815
H -9.348 -3.823 -13.254 0.0796
C -18.121 -12.266 -19.521 -0.1881
O -17.902 -13.600 -19.790 -0.1311
H -17.598 -11.668 -20.268 0.0752
H -19.157 -11.934 -19.454 0.0783
H -17.679 -12.220 -18.526 0.0828
H -16.991 -13.799 -19.560 0.0653
```

Its frontier orbital gap is 9.53 eV. As for the total energy: -82549.5192 eV. Its total charge is -1.

---

Below is a 7-piece molecular cluster, C34H86F3N6O15 overall, with properties calculated with ωB97M-V with the def2-TZVPD basis set.

```
144
Properties=species:S:1:pos:R:3:lowdin_charge:R:1
N -0.136 1.075 -0.508 -0.5795
O 0.028 0.065 -1.204 -0.0363
O 0.376 1.153 0.652 -0.0685
O -0.790 2.017 -0.985 -0.0365
C -5.918 -0.040 2.507 -0.5158
O -4.515 -0.497 2.615 -0.1288
O -6.534 -0.921 1.830 -0.1111
C -6.414 0.318 3.898 -0.5080
F -6.200 -0.713 4.790 0.0883
F -5.789 1.403 4.393 0.1283
F -7.747 0.538 3.954 0.1492
C -3.495 0.363 2.931 -0.3044
C -3.076 1.336 1.818 -0.0641
H -2.486 2.137 2.263 0.0709
H -2.389 0.850 1.097 0.0392
H -3.812 1.621 1.062 0.0788
H -2.556 -0.164 3.143 0.0903
H -3.715 0.983 3.805 0.1096
H -5.843 0.909 1.937 0.1491
C 3.438 1.755 -1.138 -0.0619
O 3.530 2.910 -0.325 -0.2136
C 4.530 3.015 0.645 -0.1975
C 4.620 1.943 1.688 -0.1051
N 3.326 1.808 2.386 0.0851
H 2.508 1.798 1.736 0.1580
H 3.269 0.987 3.003 0.1754
C 2.987 2.988 3.304 -0.0716
C 2.084 2.577 4.432 -0.2283
O 2.731 1.557 5.130 -0.1915
C 1.931 1.044 6.211 -0.0449
H 4.182 1.782 -1.939 0.1045
H 2.476 1.832 -1.647 0.0801
H 3.423 0.801 -0.604 0.0911
H 4.302 3.968 1.136 0.1062
H 5.504 3.263 0.203 0.1552
H 5.444 2.174 2.368 0.1528
H 4.961 0.962 1.340 0.1374
H 2.716 3.792 2.625 0.1164
H 3.928 3.296 3.772 0.1484
H 1.081 2.313 4.075 0.1379
H 2.057 3.454 5.090 0.1506
H 2.169 1.618 7.102 0.1047
H 2.096 -0.030 6.255 0.0945
H 0.858 1.088 5.994 0.0922
C 1.779 -6.923 -2.836 -0.0619
O 1.885 -6.067 -1.716 -0.2000
C 3.191 -5.857 -1.266 -0.2306
C 3.378 -4.619 -0.418 -0.0668
N 2.108 -4.412 0.386 0.0784
H 1.847 -5.219 0.974 0.2039
H 2.330 -3.768 1.156 0.1679
C 0.982 -3.765 -0.376 -0.0744
C 0.424 -2.658 0.511 -0.2606
O -0.276 -3.190 1.562 -0.1510
C -0.519 -2.234 2.562 -0.0779
H 0.929 -7.599 -2.705 0.1051
H 2.670 -7.501 -3.054 0.1070
H 1.401 -6.337 -3.681 0.0708
H 3.977 -5.961 -2.022 0.1422
H 3.390 -6.726 -0.613 0.1436
H 3.483 -3.737 -1.042 0.1192
H 4.148 -4.783 0.328 0.1436
H 0.167 -4.459 -0.550 0.1491
H 1.304 -3.288 -1.293 0.0944
H -0.169 -2.009 -0.141 0.1055
H 1.270 -2.029 0.855 0.1298
H -1.163 -2.663 3.323 0.0916
H -1.014 -1.348 2.138 0.0851
H 0.419 -1.830 2.971 0.0930
C 3.741 6.659 0.989 -0.0629
O 2.767 5.653 0.834 -0.2365
C 1.446 6.014 1.105 -0.1928
C 0.517 4.919 0.619 -0.0747
N 1.086 4.205 -0.583 0.0587
H 2.117 4.115 -0.465 0.1266
H 0.634 3.274 -0.635 0.1113
C 0.832 5.038 -1.800 -0.0834
C 1.328 4.426 -3.084 -0.1782
O 2.735 4.232 -2.967 -0.1903
C 3.362 4.112 -4.221 -0.0995
H 3.496 7.675 0.671 0.1072
H 4.631 6.260 0.515 0.0953
H 3.986 6.805 2.052 0.1021
H 1.176 6.871 0.471 0.1321
H 1.302 6.302 2.147 0.1444
H -0.447 5.253 0.241 0.1402
H 0.276 4.137 1.343 0.1258
H 1.090 6.070 -1.606 0.1412
H -0.256 4.945 -1.894 0.1423
H 1.213 5.177 -3.876 0.1434
H 0.741 3.527 -3.298 0.1109
H 4.412 3.848 -4.081 0.0935
H 3.339 5.028 -4.820 0.1009
H 2.984 3.291 -4.852 0.0893
C -1.530 2.429 -4.365 -0.0775
O -0.424 1.748 -4.977 -0.2218
C -0.751 1.303 -6.289 -0.1987
C 0.243 0.260 -6.719 -0.0631
N 0.237 -1.000 -5.855 0.0666
H -0.524 -1.618 -6.158 0.1867
H 1.101 -1.506 -6.095 0.1702
C 0.237 -0.848 -4.335 -0.0856
C 0.659 -2.146 -3.656 -0.1981
O 1.896 -2.479 -4.242 -0.1721
C 2.418 -3.763 -3.932 -0.0525
H -1.426 2.394 -3.281 0.0648
H -2.480 1.974 -4.665 0.0948
H -1.671 3.485 -4.640 0.1009
H -0.666 2.151 -6.980 0.1488
H -1.775 0.923 -6.364 0.1356
H 1.279 0.579 -6.762 0.1427
H -0.076 -0.158 -7.674 0.1448
H -0.741 -0.476 -4.059 0.1290
H 0.995 -0.071 -4.273 0.1343
H -0.199 -2.800 -3.854 0.1367
H 0.814 -1.789 -2.629 0.1103
H 2.692 -3.817 -2.862 0.0564
H 3.295 -3.973 -4.531 0.1114
H 1.686 -4.575 -4.034 0.0743
C -3.504 -2.018 5.606 -0.0968
O -3.603 -2.820 4.454 -0.2081
C -4.807 -3.576 4.476 -0.1973
C -4.977 -4.345 3.214 -0.0579
N -5.018 -3.377 2.054 0.0487
H -5.652 -3.810 1.368 0.1785
H -5.586 -2.519 2.241 0.1287
C -3.759 -3.129 1.350 -0.1235
C -3.970 -2.320 0.103 -0.1516
O -2.797 -2.496 -0.702 -0.1970
C -2.733 -1.878 -1.936 -0.1240
H -2.773 -1.240 5.457 0.0805
H -3.187 -2.703 6.413 0.0973
H -4.442 -1.632 6.011 0.0900
H -5.674 -2.920 4.622 0.1285
H -4.709 -4.198 5.377 0.1431
H -5.982 -4.750 3.155 0.1454
H -4.191 -5.045 2.953 0.1353
H -3.261 -4.062 1.078 0.1405
H -3.139 -2.703 2.135 0.1002
H -4.032 -1.242 0.310 0.1271
H -4.892 -2.604 -0.427 0.1448
H -2.466 -0.812 -1.773 0.0851
H -3.718 -1.698 -2.394 0.1021
H -2.009 -2.311 -2.613 0.0606
```

Its frontier orbital gap is 5.59 eV. As for the total energy: -84423.2907 eV. Its total charge is +3. For the energy above the lowest of the compared OMol25 structures with the same formula, charge and spin, the calculation gives 71.8 kcal/mol.

---

> Which formula does entry 1 have?

C34H84InNO12P

---

> Which formula does entry 1 have?

C34H84InNO12P

---

> Look up the frontier orbital gap of the first one.

6.18 eV